[1]
Density functional theory data (the ωB97M-V functional and the def2-TZVPD basis) for 6 unconnected molecules or ions with the total composition C42H92N4O6 in a non-equilibrium geometry.

Calculated values
- Energy relative to the best compared isomer or geometry (same formula, charge and spin): 130.7 kcal per mole
- SMILES: CC1(C)CCCC(C)(C)N1O.CC1(C)CCCC(C)(C)N1O.CC1(C)CCCC(C)(C)N1O.CC1(C)CCCC(C)(C)N1O.CC(C)O.CC(C)O
- HOMO: -7.98 eV
- LUMO energy: 0.3 eV
- Energy: -63280.3626 eV

Element x y z (Å)
C -10.18346 1.70308 0.47330
C -9.54328 0.39787 0.92186
C -9.38306 -0.44274 -0.34931
C -8.04427 0.71621 1.38125
C -7.75163 0.87595 2.86428
C -8.60550 -0.21824 3.58642
C -10.18557 -0.23185 3.33376
C -10.65650 -1.49985 4.07331
C -10.79345 0.98914 3.89439
N -10.34403 -0.44943 1.86893
O -11.66311 -0.76721 1.49362
H -11.22090 1.59524 0.15677
H -9.99607 2.51569 1.17519
H -9.76354 1.98451 -0.49240
H -8.65336 0.03239 -1.00498
H -8.91570 -1.41477 -0.19178
H -10.28023 -0.54320 -0.96011
H -7.33473 0.02827 0.92148
H -7.75426 1.67924 0.96103
H -6.67769 0.70488 2.93839
H -8.02068 1.84833 3.27683
H -8.45089 -0.25732 4.66468
H -8.25648 -1.22825 3.37153
H -10.12994 -1.49725 5.02768
H -10.38199 -2.37045 3.47767
H -11.72076 -1.64519 4.25863
H -10.40438 1.77394 3.24567
H -10.56133 1.24937 4.92711
H -11.87075 0.82792 3.85531
H -11.51796 -1.69564 1.68998
C 0.55547 -4.65418 2.23711
C -0.26469 -3.51867 1.47319
C -1.15498 -4.18862 0.45585
C -1.21872 -2.66076 2.51128
C -0.42517 -1.83755 3.51312
C 0.41364 -0.84273 2.76818
C 1.31164 -1.39151 1.59978
C 1.57600 -0.17000 0.65208
C 2.59637 -1.85379 2.10205
N 0.67031 -2.52190 0.83500
O 1.39169 -3.07215 -0.25062
H 0.76377 -5.48752 1.56611
H 1.39175 -4.17374 2.74497
H -0.07430 -5.05030 3.03371
H -1.84083 -3.50230 -0.04081
H -0.53209 -4.79257 -0.20398
H -1.83905 -4.90784 0.90626
H -1.87021 -2.04201 1.89417
H -1.78256 -3.25936 3.22672
H -1.06991 -1.35462 4.24742
H 0.22862 -2.57858 3.97305
H 1.16974 -0.35750 3.38542
H -0.12327 0.03874 2.41768
H 0.66307 -0.10821 0.05976
H 2.13944 -0.56407 -0.19369
H 1.94034 0.72953 1.14829
H 3.21813 -2.46688 1.44964
H 2.51203 -2.32145 3.08300
H 3.17302 -0.93014 2.15151
H 2.22905 -3.37688 0.10654
C -0.68960 6.54231 -0.35031
C -1.25112 7.03959 -1.74976
C -0.27340 6.68425 -2.83243
C -2.50814 6.19771 -1.89333
C -3.50457 6.77869 -2.83694
C -3.91022 8.24777 -2.44019
C -2.58704 9.16851 -2.41582
C -2.04726 9.46523 -3.85769
C -3.03142 10.53317 -1.69596
N -1.49627 8.50334 -1.65762
O -0.34182 9.33955 -1.34874
H -1.26249 6.89041 0.50919
H -0.90683 5.48905 -0.17271
H 0.34334 6.88333 -0.28074
H -0.80823 6.53027 -3.76964
H 0.59813 7.33363 -2.91530
H 0.17725 5.69477 -2.75531
H -2.16721 5.20352 -2.18218
H -3.01457 5.89882 -0.97557
H -3.12691 6.70256 -3.85659
H -4.43667 6.23465 -2.98963
H -4.29747 8.31131 -1.42328
H -4.67631 8.57098 -3.14499
H -2.01325 8.62766 -4.55441
H -1.10796 10.01058 -3.76604
H -2.76494 10.18466 -4.25199
H -2.83213 10.63651 -0.62933
H -4.07135 10.79431 -1.89203
H -2.47320 11.41134 -2.02045
H -0.41222 9.24805 -0.39571
C 11.67506 2.57861 -0.55996
C 10.91834 2.07057 0.65105
C 11.11156 3.05345 1.74038
C 9.32670 2.00368 0.45357
C 8.94725 0.79432 -0.49464
C 9.58737 -0.50317 0.15007
C 11.03415 -0.47982 0.54299
C 11.20268 -1.68090 1.51200
C 11.83074 -0.74587 -0.83566
N 11.32436 0.79706 1.19079
O 12.68349 0.76441 1.58116
H 11.48556 1.97123 -1.44499
H 12.73906 2.75166 -0.39856
H 11.46793 3.57829 -0.94183
H 10.91407 2.72515 2.76083
H 10.56407 3.97284 1.53284
H 12.15714 3.34119 1.85027
H 8.76151 1.95539 1.38434
H 9.09588 2.91873 -0.09188
H 9.38398 0.97917 -1.47607
H 7.87844 0.81888 -0.70715
H 9.29037 -1.46978 -0.25683
H 8.86642 -0.53756 0.96686
H 10.74679 -2.64592 1.29060
H 12.24494 -1.99220 1.58203
H 10.82172 -1.33516 2.47296
H 12.91318 -0.61769 -0.83896
H 11.67700 -1.77862 -1.14853
H 11.45590 -0.13658 -1.65805
H 13.13099 0.62054 0.74411
C 5.53788 -8.80170 -2.18244
C 6.94154 -8.86772 -1.57983
C 6.94650 -8.24656 -0.17539
O 7.38308 -10.20600 -1.46135
H 4.70122 -8.95218 -1.50020
H 5.53406 -9.52107 -3.00134
H 5.25847 -7.84896 -2.63224
H 7.55192 -8.22564 -2.21487
H 7.96176 -7.88137 -0.02056
H 6.61307 -9.00182 0.53632
H 6.20036 -7.45201 -0.18204
H 6.94895 -10.77022 -0.81731
C -6.17751 -6.80803 -2.97376
C -5.42513 -7.20946 -4.30342
C -5.85316 -8.56198 -4.87107
O -5.39972 -6.11194 -5.16438
H -7.25994 -6.82320 -3.10097
H -5.90292 -5.79915 -2.66576
H -5.89573 -7.45933 -2.14641
H -4.33745 -7.28051 -4.30767
H -5.45105 -9.33439 -4.21548
H -5.43732 -8.79090 -5.85229
H -6.92384 -8.73081 -4.75591
H -4.54063 -5.68658 -5.11314

---

[2]
Density functional theory data (the ωB97M-V functional and the def2-TZVPD basis) for 8 unconnected molecules or ions with the total composition C42H92N8O10 in a non-equilibrium geometry.

Calculated values
- Energy relative to the best compared isomer or geometry (same formula, charge and spin): 200.4 kcal per mole
- SMILES: c1cc[nH]c1.c1cc[nH]c1.COCCNCCOC.COCCNCCOC.COCCNCCOC.COCCNCCOC.COCCNCCOC.CCCC#N
- HOMO: -7.93 eV
- LUMO energy: 0.7 eV
- Energy: -77431.4627 eV

Element x y z (Å)
C -1.80932 3.99976 2.72523
C -1.34768 4.89921 1.72722
C -0.58810 4.20448 0.79677
N -0.71862 2.84739 1.03623
C -1.42156 2.70978 2.26141
H -2.38099 4.31645 3.58506
H -1.48690 5.96718 1.64686
H -0.10657 4.53608 -0.11129
H -0.55863 2.08274 0.39606
H -1.64513 1.74092 2.68297
C -0.58295 -0.22627 -0.32818
C -0.63737 0.88366 -1.19874
C 0.68913 1.32013 -1.33583
N 1.46914 0.56912 -0.48860
C 0.70920 -0.43480 0.09807
H -1.44074 -0.68884 0.13725
H -1.55683 1.22298 -1.65244
H 1.24153 2.12441 -1.79883
H 2.43819 0.73233 -0.25537
H 1.11777 -1.12544 0.82091
C 3.84079 -2.35335 -1.31465
O 4.01585 -3.75565 -1.29733
C 3.44690 -4.55830 -2.39497
C 3.84052 -6.04743 -2.27782
N 5.29988 -6.28455 -2.48229
C 5.49213 -7.72362 -2.19149
C 6.95913 -8.12834 -2.15390
O 7.60173 -7.46421 -1.01351
C 8.97955 -7.80103 -1.05745
H 4.21007 -1.83296 -0.43095
H 2.77281 -2.15359 -1.22750
H 4.23360 -1.93238 -2.24017
H 3.65780 -4.19376 -3.40033
H 2.35882 -4.55437 -2.33045
H 3.24588 -6.67087 -2.94552
H 3.64145 -6.30432 -1.23740
H 5.73618 -5.72926 -1.76021
H 4.98474 -8.39448 -2.88474
H 5.14385 -7.98236 -1.19157
H 7.44831 -7.77062 -3.05991
H 7.08220 -9.21057 -2.11222
H 9.17103 -8.84295 -0.80084
H 9.47746 -7.13340 -0.35428
H 9.33283 -7.58309 -2.06532
C -8.09729 2.00647 -4.49726
O -7.07793 1.68007 -3.62570
C -5.95303 2.58599 -3.54847
C -4.83796 1.94443 -2.69428
N -5.30767 1.73762 -1.33296
C -4.37555 1.03262 -0.47797
C -4.89487 1.04955 0.97829
O -6.14484 0.29685 1.14514
C -6.72903 0.34890 2.44017
H -8.97011 1.35478 -4.45738
H -7.68451 2.16201 -5.49401
H -8.47316 2.95905 -4.12388
H -6.23209 3.46413 -2.96615
H -5.68085 2.77801 -4.58633
H -3.90896 2.51393 -2.66738
H -4.58066 0.97957 -3.13126
H -6.19374 1.25291 -1.32710
H -3.37851 1.46214 -0.57552
H -4.27785 0.00440 -0.82629
H -4.85943 2.08373 1.32081
H -4.22857 0.43658 1.58526
H -7.42973 -0.48432 2.49370
H -7.29402 1.26525 2.61106
H -6.01361 0.17126 3.24311
C 2.34050 5.08708 -2.27309
O 1.30742 6.10382 -2.38944
C 1.64959 7.13528 -3.32641
C 0.56578 8.24950 -3.46603
N 0.74876 9.26672 -2.42102
C -0.54374 9.91230 -2.10974
C -0.29070 11.20262 -1.37658
O 0.50033 12.09223 -2.15571
C 0.53838 13.36229 -1.66354
H 2.00515 4.46247 -1.44514
H 3.22525 5.56675 -1.85449
H 2.47125 4.63452 -3.25604
H 1.87425 6.63375 -4.26773
H 2.58562 7.54344 -2.94516
H -0.37401 7.71622 -3.60920
H 0.67860 8.72971 -4.43803
H 0.81817 8.67267 -1.60716
H -1.14418 9.19333 -1.55238
H -1.25501 10.05061 -2.92402
H 0.24885 11.08622 -0.43667
H -1.27655 11.60547 -1.14441
H -0.37515 13.89979 -1.91784
H 1.41093 13.86552 -2.08009
H 0.77372 13.38107 -0.59942
C -1.00731 -3.35526 1.29134
O -1.55679 -4.62788 1.57009
C -0.87440 -5.67152 0.93945
C -1.11465 -7.07719 1.58105
N -0.69777 -6.89004 2.99408
C -0.91429 -8.10505 3.72767
C -0.56891 -7.85722 5.20733
O -1.59248 -7.07722 5.91335
C -1.39184 -6.87746 7.27198
H -1.08254 -3.10802 0.23242
H 0.05190 -3.29165 1.54059
H -1.52138 -2.53252 1.78827
H 0.20981 -5.56575 0.97679
H -1.18525 -5.69905 -0.10493
H -0.50173 -7.78809 1.02694
H -2.15492 -7.38197 1.46675
H -1.22576 -6.16700 3.46157
H -0.34183 -8.93689 3.31726
H -1.95585 -8.40453 3.61115
H 0.37688 -7.32309 5.29836
H -0.45511 -8.81693 5.71143
H -1.22768 -7.84443 7.74751
H -2.31491 -6.59411 7.77770
H -0.60362 -6.17480 7.54230
C 3.59401 0.85584 -3.37498
O 3.91116 0.74252 -2.04484
C 4.50699 1.93636 -1.43718
C 5.06804 1.67403 -0.01350
N 4.03312 1.55233 0.93303
C 3.43757 2.85808 1.33682
C 2.47508 2.61873 2.51366
O 3.22712 2.22806 3.67329
C 2.34778 2.34055 4.83157
H 3.04987 -0.01710 -3.73549
H 4.50700 0.68691 -3.94596
H 3.09653 1.76460 -3.71377
H 3.92836 2.85442 -1.53941
H 5.38439 2.12918 -2.05451
H 5.66470 2.52322 0.31962
H 5.69577 0.78478 0.04388
H 4.46480 1.02622 1.67933
H 2.82617 3.28872 0.54383
H 4.16276 3.63300 1.58521
H 1.73235 1.87526 2.22437
H 1.83926 3.48639 2.68974
H 1.47643 1.70660 4.66740
H 2.00803 3.37339 4.90842
H 2.74507 2.05214 5.80476
C -5.42169 -5.30303 1.83996
C -4.96472 -4.02534 2.54204
C -5.22108 -2.78220 1.71485
C -4.22070 -2.61419 0.59218
N -3.51354 -2.44309 -0.30985
H -6.48230 -5.21194 1.60561
H -5.31649 -6.16223 2.50238
H -4.82601 -5.56887 0.96669
H -3.91998 -4.09381 2.84526
H -5.56913 -3.81353 3.42404
H -5.01750 -1.88558 2.30027
H -6.27517 -2.71777 1.44496

---

[3]
Density functional theory data (the ωB97M-V functional and the def2-TZVPD basis) for 11 unconnected molecules or ions with the total composition C42H93NO32P2 in a non-equilibrium geometry.

Calculated values
- Multiplicity: 2
- Total charge: +1
- HOMO (spin up / spin down): -12.21 / -12.21 eV
- LUMO energy (spin up / spin down): -1.7 / -6.6 eV
- Energy: -130643.6351 eV

Element x y z (Å)
C -20.40585 -16.57686 23.70732
C -20.30153 -17.35805 22.38156
N -19.06355 -16.94557 21.71719
C -18.85036 -17.62394 20.50660
C -18.27559 -19.00534 20.77830
C -18.90476 -15.43346 21.56842
C -19.76954 -14.84789 20.43103
H -21.05268 -17.20014 24.32476
H -20.78227 -15.57302 23.51058
H -19.41412 -16.41262 24.12875
H -20.27740 -18.42885 22.58384
H -21.19635 -17.19009 21.78224
H -19.71736 -17.60343 19.84630
H -18.07833 -17.13358 19.91362
H -19.09490 -19.53686 21.26236
H -18.01095 -19.54112 19.86670
H -17.46473 -19.00267 21.50672
H -17.88458 -15.30138 21.20804
H -18.97471 -14.79048 22.44580
H -19.91769 -13.77229 20.52714
H -20.69624 -15.41306 20.33149
H -19.24331 -15.02700 19.49342
C -21.34211 -21.01457 23.31763
C -22.10354 -20.38207 24.41419
O -23.39860 -19.98404 24.07777
P -24.24937 -19.32155 25.31418
O -24.24050 -20.06508 26.61714
O -23.81768 -17.76764 25.41708
C -24.17656 -16.82109 24.35866
C -25.24963 -15.80615 24.93744
O -25.73895 -19.26697 24.63204
C -26.91167 -19.25267 25.44337
C -27.36820 -20.70608 25.76898
H -21.78095 -21.99246 23.11956
H -21.42091 -20.38892 22.42855
H -20.26052 -20.97106 23.44558
H -22.16751 -21.01085 25.30225
H -21.55400 -19.52154 24.79576
H -23.29270 -16.28071 24.01974
H -24.50787 -17.32848 23.45264
H -24.88845 -15.29001 25.82696
H -25.25497 -14.94236 24.27266
H -26.26880 -16.18710 25.00282
H -26.70169 -18.57091 26.26752
H -27.67474 -18.69266 24.90280
H -28.04659 -20.72846 26.62185
H -27.91561 -21.23125 24.98627
H -26.50187 -21.27045 26.11403
C -20.36597 -8.94275 26.64938
C -20.30689 -9.86737 25.46032
O -18.95717 -9.89121 24.96403
P -18.60667 -10.51933 23.51481
O -19.09183 -11.90582 23.24533
O -16.98735 -10.38978 23.42165
C -16.04570 -11.15625 24.19326
C -15.34223 -10.27438 25.16918
O -19.14405 -9.44410 22.38483
C -18.64202 -9.48399 21.09346
C -18.98162 -10.66813 20.19076
H -21.42019 -8.94796 26.92630
H -19.67212 -9.27304 27.42242
H -19.97052 -7.97401 26.34399
H -20.44215 -10.88663 25.82215
H -20.99816 -9.66962 24.64109
H -16.57441 -11.91469 24.77061
H -15.31815 -11.56966 23.49479
H -14.67131 -9.54376 24.71733
H -16.10349 -9.80294 25.79073
H -14.68853 -10.88892 25.78815
H -18.98413 -8.54526 20.65776
H -17.57588 -9.32778 21.25792
H -18.90409 -10.51304 19.11464
H -18.31480 -11.49227 20.44426
H -19.99528 -11.01291 20.39500
C -24.08626 -13.86462 29.15115
O -23.26601 -14.31903 28.04783
C -22.28803 -13.60298 27.58357
O -22.07075 -12.39234 27.81289
O -21.71861 -14.37255 26.64458
C -20.51419 -14.00164 25.93489
H -24.41807 -12.82743 29.19852
H -23.61226 -14.11374 30.10055
H -25.01463 -14.43575 29.14418
H -19.98778 -14.95570 25.90732
H -19.88856 -13.39030 26.58524
H -20.60687 -13.57534 24.93599
C -21.48212 -17.80892 27.34350
O -21.07947 -17.84706 28.73825
C -20.19790 -16.90762 29.17068
O -19.60207 -16.16849 28.42565
O -20.27707 -16.81933 30.54500
C -21.26225 -17.43535 31.33478
H -20.58565 -18.15804 26.83110
H -21.79170 -16.91492 26.80217
H -22.29916 -18.49451 27.11876
H -21.25419 -18.52529 31.34343
H -22.27576 -17.12007 31.08678
H -21.00017 -17.05888 32.32355
C -19.87871 -21.01379 18.09091
O -20.75666 -19.93448 18.38130
C -21.68990 -20.18320 19.34227
O -21.72645 -21.19299 20.04434
O -22.59473 -19.19889 19.42624
C -23.54824 -19.16293 20.52857
H -20.44596 -21.85365 17.68972
H -19.35840 -21.33432 18.99349
H -19.09770 -20.79878 17.36160
H -24.34817 -18.46076 20.29367
H -23.08009 -18.80638 21.44608
H -23.86248 -20.18289 20.75002
C -15.68725 -13.12671 20.86716
O -16.41856 -13.44256 19.69628
C -16.07143 -14.60454 19.10677
O -15.08578 -15.28429 19.39544
O -16.88839 -14.82082 18.04608
C -17.13455 -16.08123 17.53121
H -14.65714 -13.48220 20.84290
H -16.16444 -13.41320 21.80435
H -15.60175 -12.04007 20.86768
H -16.69384 -16.10029 16.53446
H -18.19645 -16.29438 17.40863
H -16.57182 -16.83976 18.07533
C -15.05002 -18.68182 19.15850
O -14.31603 -19.91064 19.09587
C -14.93493 -21.01474 18.75145
O -16.13751 -21.06216 18.45271
O -14.03748 -22.05476 18.68907
C -12.75959 -22.06667 19.27332
H -15.85644 -18.79584 19.88291
H -15.32489 -18.34877 18.15769
H -14.46522 -17.86289 19.57739
H -12.31792 -23.06236 19.31349
H -12.86118 -21.62978 20.26676
H -11.96401 -21.49686 18.79326
C -17.36482 -22.92572 21.35490
O -17.51337 -22.35271 22.62323
C -16.68295 -21.30414 23.04379
O -16.98508 -20.52017 23.98993
O -15.47538 -21.30108 22.31328
C -14.46053 -20.34559 22.54100
H -16.46310 -23.53376 21.28219
H -17.48310 -22.15303 20.59525
H -18.23292 -23.55626 21.16275
H -14.69662 -19.30358 22.32521
H -13.59201 -20.67218 21.96907
H -14.14361 -20.43257 23.58028
C -22.34381 -11.52396 22.44716
O -22.79459 -12.83539 22.77749
C -23.13348 -13.75917 21.77217
O -23.45013 -14.90921 21.96460
O -23.10398 -13.21482 20.55209
C -23.56087 -14.01748 19.43006
H -21.81747 -11.02201 23.25902
H -23.18773 -10.95883 22.05152
H -21.65956 -11.56369 21.59962
H -24.01568 -13.32145 18.72522
H -24.27031 -14.80531 19.68326
H -22.70784 -14.43355 18.89403
C -16.54620 -17.25284 23.47824
O -16.43100 -16.18454 24.46350
C -15.53528 -15.17001 24.28490
O -14.85259 -15.02683 23.27699
O -15.57162 -14.30674 25.38559
C -16.07993 -14.60737 26.64883
H -16.31207 -16.93135 22.46338
H -17.58604 -17.57030 23.55602
H -15.82917 -18.02689 23.75175
H -17.16238 -14.69058 26.74619
H -15.61686 -13.90501 27.34192
H -15.73814 -15.55500 27.06510